This record from OMol25 describes 11 unconnected molecules or ions with the total composition C26H58N6O22 at a distorted geometry. The level of theory is ωB97M-V with the def2-TZVPD basis set.

```
112
Properties=species:S:1:pos:R:3:mulliken_charge:R:1
C 5.339 -3.818 0.535 -0.695
N 5.401 -4.046 -0.909 0.838
O 4.380 -4.230 -1.603 -0.513
O 6.524 -4.093 -1.380 -0.495
H 6.170 -4.264 1.080 0.299
H 4.514 -4.422 0.913 0.298
H 5.140 -2.751 0.631 0.269
C -0.293 -0.880 -0.105 -0.736
N -0.239 -2.155 0.664 0.895
O -0.796 -3.141 0.238 -0.527
O 0.559 -2.196 1.545 -0.524
H 0.221 -1.008 -1.057 0.295
H 0.227 -0.142 0.506 0.303
H -1.327 -0.534 -0.120 0.292
C -6.681 1.995 -0.053 -0.660
N -6.109 3.387 -0.203 0.815
O -5.153 3.705 0.531 -0.499
O -6.733 4.137 -0.925 -0.497
H -6.870 1.696 -1.084 0.285
H -7.562 1.903 0.582 0.281
H -5.952 1.335 0.417 0.275
C 6.331 2.860 -3.397 -0.672
N 5.269 1.952 -2.755 0.797
O 5.490 1.508 -1.628 -0.492
O 4.261 1.724 -3.429 -0.484
H 6.391 2.648 -4.464 0.287
H 7.326 2.732 -2.970 0.294
H 6.055 3.901 -3.229 0.268
C -0.410 -5.959 5.268 -0.669
N 1.006 -6.415 5.203 0.816
O 1.226 -7.637 5.038 -0.507
O 1.903 -5.607 5.348 -0.495
H -0.386 -4.939 5.649 0.300
H -0.910 -6.609 5.986 0.285
H -0.881 -5.996 4.285 0.270
C -4.839 -4.046 -3.274 -0.702
N -5.906 -4.501 -4.215 0.902
O -6.457 -3.708 -4.937 -0.536
O -6.200 -5.666 -4.093 -0.522
H -3.926 -4.067 -3.869 0.268
H -4.818 -4.773 -2.462 0.308
H -5.049 -3.030 -2.941 0.283
O -0.636 -10.539 -3.940 -0.591
C -1.273 -9.839 -3.132 0.786
O -2.578 -9.847 -3.009 -0.282
C -3.311 -10.826 -3.734 -0.255
C -4.635 -11.108 -3.021 -1.111
C -0.590 -8.855 -2.191 -0.978
H -2.753 -11.761 -3.796 0.312
H -3.457 -10.564 -4.782 0.317
H -5.333 -11.833 -3.438 0.377
H -5.195 -10.200 -2.793 0.275
H -4.350 -11.614 -2.099 0.294
H -0.835 -7.835 -2.487 0.267
H 0.500 -8.847 -2.196 0.312
H -1.014 -9.089 -1.215 0.277
O 1.130 9.764 -3.278 -0.584
C 2.110 8.990 -3.107 0.657
O 2.035 7.764 -2.552 -0.236
C 0.853 7.296 -1.912 -0.229
C 1.090 5.820 -1.612 -1.080
C 3.476 9.511 -3.495 -0.923
H -0.058 7.502 -2.474 0.335
H 0.782 7.767 -0.931 0.248
H 0.344 5.504 -0.883 0.362
H 2.067 5.773 -1.132 0.301
H 1.007 5.221 -2.519 0.286
H 4.165 9.455 -2.653 0.286
H 3.356 10.559 -3.771 0.307
H 3.876 8.971 -4.354 0.272
O -3.404 0.388 4.226 -0.590
C -3.389 1.047 5.274 0.770
O -2.489 2.003 5.561 -0.270
C -1.412 2.248 4.712 -0.112
C -0.798 3.594 5.101 -1.238
C -4.403 0.942 6.414 -1.062
H -1.729 2.435 3.686 0.249
H -0.696 1.438 4.852 0.288
H -1.563 4.359 4.974 0.334
H -0.029 3.902 4.393 0.367
H -0.474 3.684 6.137 0.330
H -5.153 0.213 6.107 0.323
H -4.971 1.847 6.630 0.309
H -3.947 0.738 7.383 0.302
O -3.189 1.896 -4.176 -0.596
C -2.856 2.243 -5.289 0.686
O -3.236 3.345 -5.894 -0.274
C -4.263 4.178 -5.407 -0.127
C -4.538 5.370 -6.296 -1.201
C -1.866 1.399 -6.158 -0.908
H -3.957 4.524 -4.420 0.280
H -5.184 3.613 -5.266 0.278
H -5.309 6.020 -5.882 0.388
H -4.957 5.012 -7.237 0.306
H -3.707 6.067 -6.404 0.316
H -1.962 0.329 -5.977 0.307
H -0.886 1.683 -5.775 0.240
H -1.880 1.633 -7.223 0.304
O 4.873 2.127 7.072 -0.576
C 5.656 1.978 6.152 0.767
O 6.910 2.432 6.116 -0.334
C 7.375 3.393 7.109 -0.290
C 8.480 2.797 7.987 -1.071
C 5.373 0.938 5.096 -0.940
H 6.576 3.699 7.784 0.311
H 7.686 4.365 6.724 0.366
H 8.091 1.924 8.512 0.289
H 8.796 3.581 8.676 0.348
H 9.380 2.471 7.465 0.290
H 4.651 0.179 5.395 0.297
H 6.333 0.486 4.845 0.296
H 5.059 1.487 4.208 0.248
```

Properties
- Kohn-Sham gap: 0.36196 Ha
- Molecular weight: 806.770 g mol⁻¹
- Spin multiplicity: 1
- Relative energy (zero: lowest compared OMol25 entry of this formula, charge and spin): 75.0 kcal per mole
- SMILES: C[N+](=O)[O-].C[N+](=O)[O-].C[N+](=O)[O-].C[N+](=O)[O-].C[N+](=O)[O-].C[N+](=O)[O-].CCOC(C)=O.CCOC(C)=O.CCOC(C)=O.CCOC(C)=O.CCOC(C)=O
- LUMO level: -0.005 Eh
- Total charge: 0

This record from OMol25 describes C4H8O3 in the gas phase. The level of theory is ωB97M-V with the def2-TZVPD basis set.

```
15
Properties=species:S:1:pos:R:3:mulliken_charge:R:1
O -2.253 0.050 -0.587 -0.574
C -1.423 -0.456 0.427 -0.639
C 0.007 -0.018 0.082 1.135
C 1.237 -0.687 0.647 -0.682
O 2.404 -0.206 0.028 -0.536
C 0.044 1.357 -0.388 -0.547
O 0.077 0.241 -1.325 -0.649
H -1.645 0.017 -1.360 0.370
H -1.705 -0.022 1.394 0.283
H -1.535 -1.547 0.487 0.323
H 1.317 -0.451 1.713 0.298
H 1.146 -1.779 0.544 0.297
H 2.278 -0.339 -0.923 0.328
H 0.946 1.939 -0.478 0.331
H -0.895 1.902 -0.261 0.263
```

Properties
- Kohn-Sham gap: 0.40716 Ha
- Molecular weight: 104.105 g mol⁻¹
- Spin multiplicity: 1
- Relative energy (zero: lowest compared OMol25 entry of this formula, charge and spin): 60.9 kcal per mole
- SMILES: OCC1(CO)CO1
- LUMO level: 0.030 Eh
- Total charge: 0

This record from OMol25 describes 4 unconnected molecules or ions with the total composition C13H28BFNO6S at a distorted geometry. The level of theory is ωB97M-V with the def2-TZVPD basis set.

```
51
Properties=species:S:1:pos:R:3:mulliken_charge:R:1
C 4.096 -1.248 -1.188 -0.875
C 3.488 -1.269 -2.730 0.018
O 2.018 -1.289 -2.795 -0.246
B 1.450 -2.570 -2.331 0.367
O 2.223 -3.769 -1.930 -0.399
S -0.448 -2.660 -2.240 0.332
N -0.895 -3.216 -0.619 -0.491
C -1.237 -0.972 -2.443 -0.483
C -0.742 0.162 -1.369 0.471
O 0.387 0.874 -1.419 -0.390
F -1.674 0.481 -0.226 -0.255
H 5.279 -1.173 -1.302 0.341
H 3.774 -0.303 -0.572 0.271
H 3.897 -2.269 -0.603 0.222
H 3.824 -0.228 -3.208 0.059
H 4.001 -2.100 -3.415 0.294
H 2.120 -3.799 -0.917 0.314
H -0.040 -3.368 -0.034 0.268
H -1.363 -4.165 -0.716 0.348
H -2.406 -1.125 -2.260 0.381
H -1.123 -0.599 -3.564 0.406
C -1.323 2.069 2.296 -0.936
C -2.071 1.984 3.600 0.900
O -1.598 1.395 4.570 -0.554
C -3.420 2.649 3.670 -1.163
H -0.367 1.545 2.392 0.285
H -1.905 1.593 1.502 0.168
H -1.126 3.115 2.048 0.387
H -4.095 2.199 2.938 0.300
H -3.316 3.721 3.484 0.408
H -3.843 2.507 4.671 0.280
C -5.010 -2.476 6.777 -1.079
C -4.318 -2.187 5.472 0.734
O -4.363 -2.983 4.536 -0.588
C -3.567 -0.887 5.358 -0.769
H -5.511 -3.448 6.715 0.300
H -4.277 -2.511 7.587 0.317
H -5.761 -1.707 6.977 0.311
H -2.770 -0.852 6.104 0.332
H -4.254 -0.048 5.494 0.246
H -3.118 -0.814 4.362 0.173
C 4.922 2.765 -6.288 -1.112
C 4.174 2.680 -4.985 0.863
O 4.647 2.091 -4.015 -0.587
C 2.825 3.345 -4.914 -1.040
H 5.878 2.241 -6.193 0.295
H 4.340 2.289 -7.082 0.322
H 5.119 3.811 -6.536 0.338
H 2.150 2.895 -5.646 0.310
H 2.929 4.417 -5.101 0.358
H 2.402 3.203 -3.914 0.245
```

Properties
- Kohn-Sham gap: 0.22784 Ha
- Molecular weight: 356.245 g mol⁻¹
- Spin multiplicity: 1
- LUMO level: -0.178 Eh
- Total charge: +1

This record from OMol25 describes 4 unconnected molecules or ions with the total composition C8H24O4 at a distorted geometry. The level of theory is ωB97M-V with the def2-TZVPD basis set.

```
36
Properties=species:S:1:pos:R:3:mulliken_charge:R:1
C 0.232 1.749 0.987 -0.672
C -0.322 3.173 1.397 -0.438
O 0.107 3.461 2.691 -0.522
H -0.044 0.966 1.694 0.222
H 1.317 1.673 0.928 0.319
H -0.210 1.491 0.024 0.180
H -1.396 3.298 1.259 0.340
H 0.061 3.975 0.765 0.270
H -0.369 4.198 3.079 0.291
C -2.009 -3.380 4.284 -1.112
C -1.424 -2.508 3.120 -0.174
O -0.658 -3.252 2.259 -0.547
H -2.629 -4.219 3.968 0.334
H -2.490 -2.697 4.984 0.327
H -1.178 -3.931 4.725 0.304
H -0.753 -1.769 3.559 0.251
H -2.165 -1.940 2.558 0.331
H -1.226 -3.785 1.698 0.282
C 0.510 2.014 -3.274 -0.796
C 0.212 2.134 -4.775 -0.382
O 0.790 1.008 -5.431 -0.518
H 0.148 2.812 -2.626 0.366
H 1.593 1.918 -3.200 0.266
H 0.038 1.056 -3.052 0.161
H 0.701 3.016 -5.188 0.255
H -0.852 2.279 -4.957 0.346
H 0.147 0.594 -6.011 0.304
C 1.908 -1.155 -1.401 -1.235
C 0.787 -1.574 -0.374 -0.111
O 1.441 -1.707 0.833 -0.519
H 2.692 -1.911 -1.364 0.381
H 2.393 -0.267 -0.993 0.251
H 1.497 -1.193 -2.410 0.361
H 0.438 -2.531 -0.761 0.385
H -0.073 -0.905 -0.415 0.224
H 0.786 -2.089 1.421 0.276
```

Properties
- Kohn-Sham gap: 0.38682 Ha
- Molecular weight: 184.276 g mol⁻¹
- Spin multiplicity: 1
- Relative energy (zero: lowest compared OMol25 entry of this formula, charge and spin): 32.2 kcal per mole
- SMILES: CCO.CCO.CCO.CCO
- LUMO level: 0.025 Eh
- Total charge: 0

This record from OMol25 describes C2H3NO in the gas phase at a distorted geometry. The level of theory is ωB97M-V with the def2-TZVPD basis set.

```
7
Properties=species:S:1:pos:R:3:mulliken_charge:R:1
C 0.482 -0.012 -0.005 0.011
C -0.868 -0.632 0.003 -0.054
N 0.441 1.239 0.003 -0.434
O -1.838 0.064 -0.002 -0.405
H 1.367 -0.659 -0.015 0.346
H -0.914 -1.737 0.017 0.299
H 1.329 1.738 -0.001 0.236
```

Properties
- Kohn-Sham gap: 0.36456 Ha
- Molecular weight: 57.052 g mol⁻¹
- Spin multiplicity: 1
- Relative energy (zero: lowest compared OMol25 entry of this formula, charge and spin): 28.5 kcal per mole
- SMILES: [H]/N=C/C=O
- LUMO level: -0.008 Eh
- Total charge: 0

This record from OMol25 describes a molecular structure, C5H11BN at a distorted geometry. The level of theory is ωB97M-V with the def2-TZVPD basis set.

```
18
Properties=species:S:1:pos:R:3:mulliken_charge:R:1
B 0.015 -1.224 0.676 -0.027
C 2.363 0.685 -1.326 -0.732
C 1.931 -0.246 -0.461 -0.535
C 0.989 -0.048 0.668 0.125
C -2.579 -0.351 0.189 -0.752
C -0.327 0.874 0.398 -0.705
N -1.070 -0.381 0.174 0.050
H 2.161 1.822 -1.260 0.241
H 3.149 0.276 -1.958 0.293
H 2.491 -1.072 -0.383 0.476
H 1.628 0.398 1.526 0.397
H -3.025 -1.129 0.682 0.372
H -2.881 0.525 0.837 0.314
H -2.964 -0.091 -0.859 0.296
H -0.417 1.641 -0.303 0.461
H -0.395 1.288 1.335 0.362
H -0.100 -2.357 0.872 0.046
H -0.970 -0.610 -0.807 0.319
```

Properties
- Kohn-Sham gap: 0.34031 Ha
- Molecular weight: 95.962 g mol⁻¹
- Spin multiplicity: 1
- Relative energy (zero: lowest compared OMol25 entry of this formula, charge and spin): 52.0 kcal per mole
- LUMO level: -0.164 Eh
- Total charge: +1

This record from OMol25 describes C6H11NO2 in the gas phase at a distorted geometry. The level of theory is ωB97M-V with the def2-TZVPD basis set.

```
20
Properties=species:S:1:pos:R:3:mulliken_charge:R:1
C 0.680 0.035 0.801 -0.656
C 0.100 -1.328 0.726 1.229
C 0.785 -2.569 1.297 -1.310
C -0.916 -1.594 -0.392 -1.442
C -0.350 3.009 -1.356 -1.170
C -0.591 1.775 -0.608 -0.038
N 0.497 1.156 -0.176 0.567
O 1.606 1.678 -0.518 -0.691
O -0.295 -0.394 1.645 -0.518
H 1.655 0.038 1.059 0.660
H 1.509 -3.100 0.745 0.333
H -0.015 -3.326 1.570 0.302
H 1.336 -2.149 2.190 0.359
H -0.842 -2.511 -1.004 0.362
H -0.921 -0.851 -1.162 0.412
H -1.915 -1.601 0.071 0.316
H 0.486 3.698 -1.023 0.274
H -1.245 3.530 -1.377 0.388
H -0.055 2.883 -2.444 0.257
H -1.510 1.620 -0.043 0.365
```

Properties
- Kohn-Sham gap: 0.34111 Ha
- Molecular weight: 129.159 g mol⁻¹
- Spin multiplicity: 1
- Relative energy (zero: lowest compared OMol25 entry of this formula, charge and spin): 117.7 kcal per mole
- SMILES: C/C=[N+](\[O-])[C@H]1OC1(C)C
- LUMO level: 0.028 Eh
- Total charge: 0

This record from OMol25 describes 3 unconnected molecules or ions with the total composition C4H14NO3 at a distorted geometry. The level of theory is ωB97M-V with the def2-TZVPD basis set.

```
22
Properties=species:S:1:pos:R:3:mulliken_charge:R:1
C 0.123 -2.043 -0.196 -0.885
N -0.089 -1.208 0.978 -0.466
C -2.238 -0.267 0.121 -1.575
C -0.875 0.028 0.782 0.605
C -0.082 1.117 -0.009 -0.573
O 0.871 1.710 0.751 -0.880
H -0.821 -2.500 -0.498 0.290
H 0.548 -1.529 -1.067 0.269
H 0.801 -2.838 0.097 0.385
H 0.828 -0.897 1.285 0.371
H -2.684 0.683 -0.168 0.377
H -2.861 -0.832 0.810 0.341
H -2.072 -0.856 -0.783 0.356
H -1.045 0.428 1.780 0.236
H -0.854 1.830 -0.370 0.282
H 0.333 0.615 -0.912 0.013
H -0.871 0.357 -2.245 0.350
H 0.073 0.881 -3.323 0.350
O -0.813 0.510 -3.203 -0.727
H 3.353 0.466 0.771 0.249
H 1.917 0.844 1.234 0.424
O 2.727 0.185 1.458 -0.794
```

Properties
- Kohn-Sham gap: 0.26844 Ha
- Molecular weight: 124.160 g mol⁻¹
- Spin multiplicity: 1
- Relative energy (zero: lowest compared OMol25 entry of this formula, charge and spin): 20.1 kcal per mole
- LUMO level: 0.137 Eh
- Total charge: -1